No. 1
The following is a DFT calculation (ωB97M-V/def2-TZVPD) of a molecular structure, C33H35F5N4OP2Pd at a distorted geometry.

```
81
Properties=species:S:1:pos:R:3:forces:R:3
Pd -1.70883 0.30335 -1.93307 1.731 -0.998 3.807
C -1.90228 -0.67723 -3.69396 1.391 -0.064 -1.056
C -0.56573 -0.17964 -3.68185 -1.248 -1.277 -1.374
C -0.13491 1.08771 -4.35768 0.267 0.264 0.093
C -1.08115 2.27450 -4.10034 0.345 0.336 -0.353
C -1.80429 2.23594 -2.77474 -1.588 1.027 0.044
C -3.09142 1.72607 -2.49444 0.228 1.189 -1.437
C -3.90749 0.89694 -3.45199 -0.021 -0.269 -0.129
C -3.05095 0.00506 -4.37917 -0.506 -0.249 -0.401
C -0.76052 0.40632 1.55984 -0.558 -2.291 0.358
H -2.03156 -1.73389 -3.40782 0.048 0.503 -0.122
H 0.23163 -0.92734 -3.58192 -0.509 0.394 0.397
H -0.03538 0.94499 -5.44653 0.018 -0.128 0.313
H 0.87682 1.33222 -3.99352 -0.249 -0.020 -0.143
H -0.46298 3.18566 -4.10581 -0.339 -0.192 -0.109
H -1.77501 2.35787 -4.93974 -0.048 0.124 0.250
H -1.47565 2.99572 -2.05557 -0.042 -0.399 -0.141
H -3.61614 2.11872 -1.62334 0.223 -0.132 0.002
H -4.57772 1.51705 -4.06243 0.016 -0.091 0.213
H -4.51995 0.22612 -2.83623 -0.179 0.237 -0.158
H -3.68345 -0.80360 -4.74393 -0.191 0.166 -0.204
H -2.71518 0.55878 -5.25148 0.048 -0.006 -0.062
H -1.10100 -0.30590 0.76835 0.055 0.535 0.826
H -1.64129 0.65950 2.15976 0.389 0.210 -0.100
H -0.04270 -0.15074 2.17371 0.015 0.538 -0.031
P -0.14569 1.77932 0.65144 -3.241 0.202 -0.533
P 1.36085 -1.14586 0.03000 -2.846 -0.206 -1.112
N -1.73568 2.77073 0.62749 1.273 -0.011 -0.229
N 0.80315 2.59868 1.72338 0.359 0.719 -0.044
N 0.40103 -2.40969 -0.85631 -0.292 0.599 0.637
N 2.79856 -2.05359 0.03688 2.595 -1.220 0.422
C 0.89647 1.56983 -0.84165 0.805 0.009 -0.838
C 1.70016 0.23212 -1.11919 0.225 -0.178 -0.756
C -3.02264 2.34371 0.97962 -0.532 0.433 -0.047
C -3.92278 3.38905 0.81697 1.223 -0.582 -0.021
C -3.17905 4.49972 0.32709 0.847 -0.178 -0.048
C -1.85623 4.09878 0.22125 -0.419 0.151 0.047
C 0.46915 2.75766 3.07862 1.025 0.836 -0.066
C 1.33834 3.68725 3.61056 -0.354 -0.555 -0.917
C 2.21366 4.14153 2.55025 -0.666 -0.682 -0.737
C 1.84749 3.48695 1.39018 0.053 0.364 1.306
C -0.76740 -2.95565 -0.27364 0.331 -0.051 -0.624
C -1.43440 -3.71279 -1.22020 0.334 0.705 0.419
C -0.68299 -3.63066 -2.42707 0.673 0.449 0.008
C 0.41411 -2.81944 -2.18552 -0.127 -0.700 -0.063
C 3.34597 -3.01167 -0.83213 -1.161 1.722 0.989
C 4.38218 -3.66610 -0.17651 1.098 0.206 2.487
C 4.49678 -3.08779 1.13310 1.055 -1.995 -1.928
C 3.53158 -2.11174 1.24453 -1.533 0.553 -1.807
H 1.66449 2.35109 -0.89513 -0.150 0.099 0.129
H 0.21906 1.76894 -1.68593 0.403 -0.108 0.382
H 1.57470 -0.09901 -2.16529 -0.139 0.417 0.321
H 2.79100 0.42701 -1.04234 -0.529 0.161 0.251
H -3.23229 1.35841 1.35607 0.060 -0.022 -0.125
H -4.97674 3.37830 1.05591 0.140 -0.135 -0.020
H -3.56034 5.49473 0.11830 0.159 -0.276 0.003
H -0.98426 4.66123 -0.08853 -0.105 -0.035 0.081
H -0.35905 2.19894 3.48828 0.174 0.147 0.121
H 1.34399 4.02728 4.63154 0.028 -0.022 0.042
H 3.00844 4.87005 2.62129 -0.125 -0.062 0.072
H 2.19231 3.56446 0.36477 0.076 0.117 0.541
H -0.95691 -2.79792 0.77884 -0.053 0.009 -0.195
H -2.38264 -4.22879 -1.09016 0.399 0.068 0.102
H -0.91506 -4.11199 -3.37491 0.130 0.112 0.313
H 1.24854 -2.59470 -2.84790 -0.374 0.066 0.174
H 2.96568 -3.12116 -1.83630 0.041 -0.126 0.124
H 4.98273 -4.46597 -0.59184 -0.057 0.148 0.098
H 5.21101 -3.36528 1.89860 -0.088 0.047 -0.172
H 3.27973 -1.42718 2.04548 0.065 -0.113 -0.083
F 2.43105 -3.57033 7.40178 -0.649 0.471 -1.723
C 1.97781 -3.23620 6.17873 0.538 -0.406 1.670
C 1.09836 -4.08770 5.50229 -0.710 -1.275 0.313
F 0.67756 -5.22823 6.09225 0.574 1.254 -0.602
C 0.66145 -3.75750 4.24231 -0.822 -1.397 -0.108
F -0.16237 -4.57942 3.57656 0.745 0.693 0.616
C 1.07332 -2.56458 3.57742 -0.211 0.492 -1.352
O 0.76677 -2.30151 2.37943 0.186 -0.545 1.813
C 1.89537 -1.68514 4.35616 0.771 1.120 0.616
F 2.22460 -0.48199 3.82750 -0.184 -0.982 0.197
C 2.36824 -2.01622 5.60408 0.771 1.142 0.202
F 3.19802 -1.18416 6.28548 -1.084 -1.057 -0.832
```
Positions in Å, forces in eV/Å.

As for the energy relative to the best compared isomer or geometry (same formula, charge and spin): 152.0 kJ/mol. As for the expectation value of S²: 6.0547. For the HOMO-LUMO gap (spin up / spin down), the calculation gives 0.1645 / 0.1342 Ha. The lowest unoccupied orbital energy (spin up / spin down) comes out at -0.1984 / -0.3453 hartree. Its spin multiplicity is 5. Its net charge is +2. The value obtained for the electronic energy is -78417.21933 eV. The calculation puts the HOMO energy (spin up / spin down) at -9.88 / -13.05 eV.

***

No. 2
The following is a DFT calculation (ωB97M-V/def2-TZVPD) of a molecular structure, C33H35N10SSe2Ti at a distorted geometry.

```
82
Properties=species:S:1:pos:R:3:forces:R:3
Ti -0.30033 -0.75657 0.60259 0.712 -0.005 1.242
C -2.22325 -0.71879 3.07229 -0.438 0.629 -1.141
N -0.97833 -1.47717 2.68537 -0.941 1.076 0.222
C 0.04050 -1.25796 3.75101 -0.170 -1.010 0.353
C 1.30071 -0.58959 3.34399 0.185 -0.094 -0.317
C 2.24509 -0.26927 4.31740 -0.148 0.067 0.452
C 3.51263 0.13008 3.90097 -0.853 -0.755 -0.810
C 3.76638 0.06341 2.53350 0.724 -0.168 -0.338
C 2.77412 -0.27982 1.61804 0.678 0.993 0.936
N 1.52245 -0.50120 2.01964 -0.212 -0.085 -0.124
C -1.31736 -2.91273 2.48775 -0.189 -0.364 -0.966
C -0.12857 -3.55676 1.85354 0.489 -0.539 -0.104
C 0.24281 -4.86865 2.05604 -0.110 -0.308 0.772
C 1.44377 -5.35855 1.54140 -1.057 -0.622 1.480
C 2.25132 -4.48320 0.86309 0.144 0.343 -0.911
C 1.79562 -3.19173 0.61594 0.109 -1.180 0.550
N 0.63303 -2.76612 1.10290 -0.472 1.097 -0.621
C -3.18175 -0.63265 1.85956 1.211 -0.197 0.972
C -4.55757 -0.55168 1.99321 -0.179 0.581 0.845
C -5.30041 -0.38974 0.83591 0.538 -0.287 0.139
C -4.61644 -0.27066 -0.36362 -1.367 0.073 -1.416
C -3.24749 -0.40345 -0.44484 -0.595 0.467 0.580
N -2.53975 -0.61583 0.67304 0.505 -0.155 0.211
H -1.91075 0.31415 3.36765 -0.313 -0.784 -0.205
H -2.76636 -1.18383 3.89280 0.280 -0.111 0.256
H 0.31118 -2.25387 4.13253 0.065 0.217 -0.002
H -0.36854 -0.73132 4.59687 -0.482 0.159 0.274
H 1.99284 -0.37517 5.39821 0.191 0.148 -1.034
H 4.28946 0.35363 4.59625 0.346 0.269 0.375
H 4.77870 0.23894 2.15907 -0.375 0.034 0.115
H 2.96126 -0.23604 0.55101 0.137 -0.212 0.405
H -2.17693 -2.97422 1.78357 0.448 0.039 0.554
H -1.57008 -3.50786 3.37138 -0.121 0.654 0.314
H -0.35807 -5.47016 2.73934 0.101 -0.036 -0.383
H 1.69685 -6.38620 1.86124 0.217 0.686 -0.723
H 3.18364 -4.81758 0.44674 0.342 0.079 0.012
H 2.40152 -2.50287 0.06486 0.058 0.322 -0.073
H -5.05810 -0.47585 2.98894 0.673 -0.437 -0.903
H -6.37786 -0.38942 0.87519 -0.112 0.223 -0.071
H -5.24995 -0.09652 -1.26028 0.887 -0.162 0.520
H -2.67295 -0.27108 -1.34457 -0.308 -0.069 -0.166
C 2.14052 3.01003 1.53283 0.540 0.372 -0.227
N 1.21516 3.51502 0.54292 -1.156 0.159 -0.904
C 1.39187 4.60732 -0.28177 0.340 0.184 0.680
C 0.29842 4.74124 -1.04006 -0.604 -0.738 -0.429
N -0.56638 3.67860 -0.72043 -0.100 1.029 -0.633
C 0.00794 2.96071 0.26142 0.356 -0.463 0.148
S -0.68508 1.66079 1.17891 -0.282 -0.127 -0.170
C -1.78177 3.49055 -1.54671 0.625 -1.946 0.979
C -2.64736 4.51764 -1.74900 0.569 0.268 -1.071
C -3.53388 4.47171 -2.82472 -0.769 -0.089 -0.079
C -3.65664 3.26352 -3.47538 0.793 -0.563 -0.173
C -2.81441 2.21741 -3.04759 -0.533 1.031 -0.516
N -1.88223 2.28721 -2.12560 0.623 0.995 0.626
H 3.14109 2.88747 1.08687 -0.501 -0.151 0.111
H 1.70655 2.08891 1.87805 0.247 -0.331 0.266
H 2.22049 3.71156 2.35069 -0.028 0.177 0.268
H 2.24003 5.25685 -0.19201 0.250 -0.016 -0.071
H 0.08191 5.41930 -1.84997 -0.062 0.030 0.182
H -2.41206 5.42375 -1.29587 -0.058 1.535 0.955
H -4.09093 5.36191 -3.14926 0.257 -0.470 0.336
H -4.21636 3.07885 -4.39328 -0.158 0.340 0.458
H -2.78327 1.34625 -3.62393 -0.351 -1.534 -0.654
Se -0.63023 -1.81478 -1.51787 -0.151 -0.858 -0.737
C -1.65585 -3.23440 -0.81616 1.553 2.358 -1.349
N -2.21530 -4.09241 -0.33110 -1.256 -1.765 0.987
C 2.84420 -2.43948 -2.60091 -1.563 1.379 -0.612
N 2.53422 -1.19585 -3.41056 -0.047 -1.311 1.476
C 2.82814 -1.04631 -4.73459 0.574 -0.851 -0.265
C 2.46863 0.21392 -5.05311 -0.104 -0.692 -0.434
N 1.88080 0.74727 -3.96740 -0.492 1.915 0.530
C 1.22265 2.05941 -3.95430 -0.556 -1.086 0.034
C 1.94821 -0.06388 -2.92481 0.303 -1.705 -0.275
Se 1.57066 0.45113 -1.16321 -0.557 0.020 0.381
H 2.63183 -3.33957 -3.17378 0.266 0.188 -0.218
H 2.13880 -2.41212 -1.77875 0.013 -0.082 -0.074
H 3.83316 -2.37853 -2.21888 0.955 -0.093 0.067
H 3.24679 -1.88100 -5.31794 -0.172 0.801 0.369
H 2.54629 0.77824 -5.93347 0.063 0.358 -1.076
H 0.24421 1.95577 -4.43453 0.306 0.257 -0.027
H 1.85045 2.78674 -4.38989 0.590 0.694 -0.878
H 1.09572 2.33319 -2.93434 -0.325 0.206 0.750
```
Positions in Å, forces in eV/Å.

As for the energy relative to the best compared isomer or geometry (same formula, charge and spin): 103.1 kJ/mol. For the HOMO-LUMO gap (spin up / spin down), the calculation gives 0.2504 / 0.2504 Ha. The lowest unoccupied orbital energy (spin up / spin down) comes out at -0.3404 / -0.3404 hartree. Its net charge is +3. The value obtained for the electronic energy is -214311.80767 eV. The calculation puts the HOMO energy (spin up / spin down) at -16.08 / -16.08 eV.

***

No. 3
The following is a DFT calculation (ωB97M-V/def2-TZVPD) of a molecular structure, C33H35N7O7S2Ta at a distorted geometry.

```
85
Properties=species:S:1:pos:R:3:forces:R:3
Ta 0.36227 0.20492 0.01085 1.302 -1.150 0.463
C 8.25853 2.53013 -1.07735 -0.051 0.018 0.008
C 6.76441 2.40498 -1.02850 0.045 -0.001 0.009
C 6.15244 1.29780 -0.42360 0.094 -0.004 0.001
C 4.78045 1.18071 -0.37963 -0.064 -0.065 0.007
C 4.00666 2.19204 -0.95593 0.156 -0.160 -0.029
C 4.58384 3.30330 -1.57780 -0.064 0.015 -0.022
C 5.95899 3.39730 -1.59946 0.091 -0.001 -0.002
S 2.30472 2.08441 -0.92272 -0.146 0.224 0.159
O 1.79164 1.85903 0.48133 -0.373 0.319 0.393
O 1.69620 3.16153 -1.62482 0.095 0.033 0.000
N 1.77033 0.61135 -1.37613 -0.292 0.509 -0.753
C 2.04923 -0.03112 -2.60807 0.026 0.074 0.471
C 2.68138 0.46605 -3.70610 0.060 0.080 -0.128
C 2.89182 -0.40153 -4.80596 0.048 0.103 -0.043
C 2.46332 -1.69659 -4.77941 -0.008 -0.115 -0.098
C 1.79293 -2.20890 -3.63882 0.003 -0.105 -0.051
C 1.26189 -3.51054 -3.53231 0.046 -0.003 -0.129
C 0.58709 -3.86087 -2.39453 -0.018 -0.010 0.102
C 0.44755 -2.92839 -1.35972 0.036 -0.117 0.127
N 0.95236 -1.70955 -1.39856 -0.078 0.254 -0.035
C 1.60531 -1.35731 -2.54500 -0.020 -0.018 0.028
H 8.75232 1.71739 -0.54786 -0.027 0.032 -0.018
H 8.57741 3.47859 -0.63784 -0.031 -0.065 -0.029
H 8.60290 2.52612 -2.11428 -0.017 0.003 0.040
H 6.77318 0.52280 0.01308 -0.054 0.072 -0.037
H 4.31314 0.31650 0.08500 0.046 0.119 -0.053
H 3.96255 4.06982 -2.02677 0.048 -0.075 0.052
H 6.42474 4.25500 -2.07040 -0.016 -0.035 0.021
H 3.01132 1.49812 -3.76261 -0.040 -0.086 0.025
H 3.39257 -0.01519 -5.68461 -0.029 -0.021 0.045
H 2.61375 -2.34371 -5.63682 -0.008 0.052 0.077
H 1.37298 -4.21021 -4.35345 -0.005 0.033 0.046
H 0.14514 -4.83985 -2.28120 0.000 -0.009 0.003
H -0.10526 -3.20040 -0.47476 -0.024 0.026 0.002
C -1.46430 5.17910 0.58288 0.038 -0.172 -0.106
O -1.26048 3.94976 -0.18841 -0.130 0.649 -0.189
C -0.91835 2.87668 0.39024 -0.513 -0.695 0.076
O -0.80990 1.81768 -0.31752 0.489 0.723 0.190
N -0.79342 2.78893 1.72057 0.088 -0.135 -0.571
N -0.27906 1.59347 2.21620 0.619 -0.320 -0.367
H -1.70179 5.92912 -0.15519 -0.042 0.099 -0.102
H -0.54226 5.43852 1.09684 0.050 0.015 0.029
H -2.30147 5.04369 1.26431 -0.037 -0.007 0.014
H -0.95648 3.55627 2.34403 -0.019 0.340 0.122
H -0.97584 1.12844 2.77639 -0.093 -0.164 0.080
H 0.52304 1.81816 2.79264 0.355 -0.156 -0.018
N -0.44701 -2.41483 1.88730 0.047 0.171 0.041
N 0.71268 -2.92245 2.45903 0.094 0.119 -0.123
C 1.84755 -2.24551 2.41908 0.099 0.165 -0.014
N 2.90519 -2.73590 3.03903 -0.020 -0.101 0.019
S 2.06804 -0.68951 1.68269 -0.157 0.113 0.005
H -1.07859 -2.09736 2.61550 -0.117 0.078 0.056
H -0.91580 -3.16872 1.40418 -0.172 -0.151 -0.103
H 0.66526 -3.77591 2.98992 -0.018 -0.282 0.189
H 2.87574 -3.60065 3.55938 0.017 -0.028 0.018
H 3.77655 -2.23345 3.02799 0.087 0.044 -0.013
O -2.26005 -0.12627 1.78480 -0.159 0.059 0.026
C -3.19645 -0.83252 0.95565 -0.041 -0.056 -0.151
C -2.38848 -1.37965 -0.21329 0.657 0.663 0.054
O -2.66715 -2.26152 -0.93629 -0.257 -0.466 -0.372
O -1.18021 -0.68702 -0.43784 -1.278 -0.264 0.426
C -3.85711 -1.91900 1.79826 -0.105 -0.028 -0.057
C -3.70248 -3.28780 1.60517 0.063 -0.023 0.074
C -4.31788 -4.18703 2.47295 0.028 -0.020 -0.029
C -5.08602 -3.72955 3.53065 -0.029 0.005 0.029
C -5.25451 -2.36205 3.72010 -0.023 -0.036 0.038
C -4.65236 -1.46686 2.85311 -0.056 0.078 0.029
C -4.22532 0.11807 0.33132 -0.021 -0.020 0.049
C -4.21501 1.47995 0.60531 0.048 0.024 0.003
C -5.19123 2.30672 0.06095 0.018 -0.002 0.003
C -6.16676 1.77623 -0.76742 -0.028 -0.007 -0.013
C -6.17420 0.41398 -1.04610 -0.019 0.010 -0.011
C -5.21139 -0.41525 -0.49498 -0.015 -0.008 -0.016
H -2.76066 0.11523 2.57432 -0.228 -0.105 0.092
H -3.15005 -3.67624 0.75909 -0.051 0.012 0.017
H -4.20963 -5.25194 2.30240 -0.013 0.068 0.010
H -5.57412 -4.43335 4.19299 0.027 0.031 -0.024
H -5.87679 -1.99645 4.52827 0.037 -0.024 -0.055
H -4.85050 -0.40208 2.97586 0.026 -0.103 -0.030
H -3.46132 1.90426 1.26110 -0.053 -0.031 -0.040
H -5.19569 3.36542 0.29035 -0.004 -0.039 -0.003
H -6.92845 2.41920 -1.18913 0.026 -0.021 0.008
H -6.94089 -0.00388 -1.68710 0.047 0.020 0.041
H -5.23469 -1.47984 -0.70280 0.008 0.053 0.020
```
Positions in Å, forces in eV/Å.

As for the energy relative to the best compared isomer or geometry (same formula, charge and spin): 224.5 kJ/mol. For the HOMO-LUMO gap, the calculation gives 0.2460 Ha. The lowest unoccupied orbital energy comes out at -0.3291 hartree. Its net charge is +3. The value obtained for the electronic energy is -82753.22885 eV. The calculation puts the HOMO energy at -15.65 eV.